Entry 1:
DFT (the ωB97M-V functional and the def2-TZVPD basis) results for one molecule with the formula C5H8O2.

The geometry in XYZ format:
```
15
Properties=species:S:1:pos:R:3:forces:R:3:mulliken_charge:R:1
O -1.0957 0.5199 2.1448 -0.0022 -0.3768 -0.0243 -0.4527
O 0.5273 -0.6874 1.1374 -0.9280 0.1546 0.7796 -0.3885
C 1.0925 -0.9842 -0.1105 0.3166 0.0008 -0.8744 -0.5144
C -0.3304 0.9539 -0.8030 -0.1776 -0.6754 0.9555 -0.6211
C -1.4085 0.0700 -0.2605 -0.0765 -0.0969 -0.0147 -0.3540
C -0.7371 -0.1955 1.0647 1.0172 1.1922 -1.0982 0.4094
C 0.9543 0.2478 -1.0712 -0.0136 0.0243 0.2267 -0.3516
H -2.3405 0.5943 -0.0735 -0.0750 -0.1282 0.0009 0.2824
H -1.5848 -0.8257 -0.8541 -0.1138 -0.0647 0.0677 0.2059
H 2.1347 -1.2464 0.0774 -0.1420 -0.0837 -0.0215 0.3178
H -0.3209 0.6855 2.7023 0.0346 -0.0353 -0.1118 0.3293
H 1.8024 0.9225 -0.9408 0.0174 -0.0262 -0.0405 0.2975
H 0.5809 -1.8386 -0.5636 0.0398 0.0165 0.1172 0.2972
H -0.2698 1.9354 -0.3608 -0.0293 0.1826 0.0656 0.2757
H 0.9956 -0.1516 -2.0887 0.1323 -0.0838 -0.0278 0.2672
```
Forces are in eV/Å.

Summary:
calculated total energy: -345.68217 hartree
HOMO level (alpha / beta): -6.38 / -6.81 eV
energy relative to the best compared isomer or geometry (same formula, charge and spin): 322.4 kJ/mol
net charge: 0



Entry 2:
DFT (the ωB97M-V functional and the def2-TZVPD basis) results for a 2-piece molecular cluster, C5H8O2P overall.

The geometry in XYZ format:
```
16
Properties=species:S:1:pos:R:3:forces:R:3:mulliken_charge:R:1
P 3.7615 0.1672 -0.3157 -3.6406 -2.0668 -2.1574 0.3104
O 3.4257 -1.3904 0.2138 0.1958 0.2246 -2.6829 -0.4429
O 4.6175 0.7006 0.6857 2.8416 2.2821 3.0558 -0.4867
C 0.0468 0.4258 -0.6111 -0.4370 0.5703 2.6167 -0.0196
C -1.3403 -1.6759 -0.3445 0.1205 1.1659 0.2646 -0.8328
C -0.8989 -0.4596 0.1257 0.5099 -0.7559 -3.1601 -0.2886
C 1.0662 1.0086 0.4108 1.5979 -0.4280 0.0486 -0.6079
C 0.0821 1.9425 -0.2216 1.0482 -0.7020 -0.8050 -0.4990
H -1.0829 -0.0012 1.0727 -0.9698 -0.1999 0.6367 0.2962
H -0.9191 -2.1305 -1.3015 -0.8536 0.7999 1.3754 0.2344
H -2.2188 -2.1154 0.1617 0.8772 -0.3140 -0.2639 0.2391
H 0.9545 0.6951 1.5260 -0.2971 0.5342 -1.9580 0.0773
H 0.4320 2.5510 -1.0835 0.0560 -0.3956 0.5402 0.1575
H 0.3246 0.2344 -1.6362 0.1750 -0.4278 -0.0546 0.3332
H -0.6766 2.5094 0.2846 -0.7297 -0.3475 0.4939 0.2458
H 3.1568 -1.4559 1.0988 -0.4943 0.0606 2.0501 0.2836
```
Forces are in eV/Å.

Summary:
calculated total energy: -687.09255 hartree
HOMO level (alpha / beta): -2.37 / -2.37 eV
energy relative to the best compared isomer or geometry (same formula, charge and spin): 325.6 kJ/mol
net charge: -1



Entry 3:
DFT (the ωB97M-V functional and the def2-TZVPD basis) results for a 2-piece molecular cluster, C5H8O2S overall.

The geometry in XYZ format:
```
16
Properties=species:S:1:pos:R:3:forces:R:3:mulliken_charge:R:1
S -0.5592 0.9245 -1.7391 -1.6963 -0.0023 -0.5569 -0.2645
O 1.1517 -2.1324 1.0445 -1.5030 -1.2454 -2.8521 -0.4125
O 0.6505 0.6153 2.0527 -0.9666 2.5443 -1.3613 -0.4764
C 0.3111 0.4240 -0.3826 1.3042 -3.0091 1.2606 -0.5204
C 0.2400 1.0666 0.7767 -0.6296 -0.6174 1.2821 0.7395
C -0.2567 -2.5588 -1.1179 0.1746 -0.9188 -0.8951 -0.6961
C -0.3919 2.4013 0.9836 0.8301 0.5430 -1.0360 -1.1762
C 0.6022 -2.0314 -0.0107 0.7765 4.0292 1.2995 0.6257
H 0.3016 -2.8793 -2.1140 -0.6487 0.2961 2.4946 0.2799
H -1.2586 2.6485 0.3481 0.9937 -0.0651 -0.3707 0.3883
H -0.8877 -3.4026 -0.6568 0.7525 1.1570 -1.0518 0.2919
H -0.8349 -1.6723 -1.5164 0.2446 -0.9470 0.7796 0.1586
H 0.4785 3.0975 0.9377 -1.1089 0.1780 -0.0104 0.2333
H -0.8116 2.3932 1.9397 -0.2539 0.1883 1.8321 0.3932
H 0.3187 1.3662 -2.6136 0.9035 0.0632 -0.3045 0.1065
H 0.9461 -0.2602 2.0681 0.8273 -2.1938 -0.5097 0.3292
```
Forces are in eV/Å.

Summary:
calculated total energy: -743.81774 hartree
HOMO level (alpha / beta): -7.34 / -7.33 eV
energy relative to the best compared isomer or geometry (same formula, charge and spin): 445.4 kJ/mol
net charge: 0



Number 1: largest force on an atom 1.914 eV/Å. Number 2: largest force on an atom 4.756 eV/Å. Number 3: largest force on an atom 4.304 eV/Å.